DFT (ωB97M-V/def2-TZVPD) results for a cluster of 2 separate species, C9H14O in total in a non-equilibrium geometry.

The geometry in ORCA input format:
```
! wB97M-V def2-TZVPD RIJCOSX def2/J DEFGRID3
* xyz 0 1
C -1.51 0.53 2.20
C -2.21 1.39 1.16
O -0.10 0.51 2.06
H -1.83 1.02 3.23
H -1.70 -0.56 2.07
H -3.33 1.23 1.14
H 0.11 1.28 1.50
H -1.77 1.13 0.16
H -1.96 2.50 1.31
C 0.53 -2.70 -1.13
C 0.65 -1.20 -1.21
C -0.27 -0.19 -1.66
C 1.93 -1.01 -0.66
C 0.16 1.14 -1.48
C 2.41 0.36 -0.50
C 1.43 1.38 -0.82
H 0.68 -2.96 0.02
H 1.48 -3.26 -1.50
H -1.29 -0.59 -1.89
H 2.65 -1.76 -0.28
H -0.45 1.89 -1.89
H 3.32 0.57 0.03
H 1.46 2.36 -0.39
H -0.41 -3.06 -1.48
*
```

The SMILES is Cc1ccccc1.CCO. Its HOMO-LUMO gap is 9.547 eV.

Mulliken atomic charge list, values in e, 5 entries: -0.1416, -0.9035, -0.4424, 0.1934, 0.2805